# 1
Density functional theory data (ωB97M-V/def2-TZVPD) for an isolated molecule of C5H9NO.

```
16
Properties=species:S:1:pos:R:3
C -1.3590 -0.1416 1.2546
C -1.2762 0.0632 -0.2378
N -0.8766 1.3883 -0.7256
C -0.0021 0.2361 -0.9726
C 1.3318 0.3093 -0.2661
C 1.8436 -1.0279 0.3070
O 1.7335 -1.8023 -0.6179
H -0.5950 0.4425 1.7771
H -2.3361 0.1814 1.6325
H -1.2204 -1.2012 1.5002
H -2.0566 -0.4523 -0.8017
H -1.3886 1.6447 -1.5667
H 0.0292 -0.1758 -1.9835
H 1.2968 0.8108 0.6829
H 2.0660 0.8813 -0.8730
H 2.8098 -1.1565 0.8905
```

Summary:
Largest force on an atom: 6.050 eV Å⁻¹
SMILES string: C[C@H]1N[C@H]1CC=O
Charge: 0
2S+1: 1
Calculated total energy: -325.80854 hartree

# 2
Density functional theory data (ωB97M-V/def2-TZVPD) for a structure of composition C22H19MnN6O3S3.

```
54
Properties=species:S:1:pos:R:3
Mn 0.5132 0.1635 -0.0683
N -2.6109 -2.9459 -0.2313
C -1.4858 -2.1301 -0.1514
S -1.7043 -0.5335 0.4577
N -0.3788 -2.6595 -0.5681
N 0.7051 -1.7875 -0.4873
C 1.8390 -2.3851 -0.5637
C 3.1480 -1.7653 -0.5288
C 4.2517 -2.6307 -0.5767
C 5.5526 -2.1775 -0.5846
C 5.7717 -0.7959 -0.5516
C 4.7152 0.0820 -0.5097
C 3.3643 -0.3570 -0.4884
O 2.4229 0.5257 -0.4745
H -3.3265 -2.6915 0.4302
H -2.3803 -3.9287 -0.2318
H 1.8137 -3.4698 -0.6687
H 4.0553 -3.6981 -0.6071
H 6.3816 -2.8725 -0.6144
H 6.7854 -0.4098 -0.5552
H 4.8766 1.1530 -0.4759
O 1.3072 0.8851 3.8121
C 1.0848 0.8557 2.6039
O 0.9913 -0.1567 1.8434
C 0.9180 2.1887 1.8790
C 1.1355 3.3979 2.5232
C 1.0642 4.5667 1.7877
C 0.7877 4.4843 0.4294
C 0.5615 3.2394 -0.1292
N 0.6052 2.1152 0.5829
H 1.3707 3.3711 3.5777
H 1.2372 5.5279 2.2571
H 0.7435 5.3681 -0.1932
H 0.3297 3.1282 -1.1788
C 1.9253 -0.1197 -3.2903
C 0.5067 0.3321 -3.2770
N -0.2096 0.6559 -2.2334
C -1.4840 1.0573 -2.6283
C -1.7154 1.0090 -3.9643
S -0.3231 0.4599 -4.7796
C -2.5224 1.5227 -1.6969
C -3.8240 1.1353 -1.7532
S -4.6838 1.8516 -0.4629
C -3.2439 2.6624 0.0398
N -2.2167 2.4132 -0.7036
C -3.2004 3.5732 1.2231
H 2.5448 0.6049 -2.7670
H 2.2719 -0.2396 -4.3166
H 2.0276 -1.0695 -2.7685
H -2.6163 1.3082 -4.4716
H -4.2598 0.3891 -2.3954
H -4.0420 3.3993 1.8920
H -3.2170 4.6172 0.9057
H -2.2725 3.3969 1.7674
```

Summary:
Largest force on an atom: 0.073 eV Å⁻¹
Charge: -1
2S+1: 2
Calculated total energy: -3749.74796 hartree

# 3
Density functional theory data (ωB97M-V/def2-TZVPD) for an isolated molecule of C2H3N5O.

```
11
Properties=species:S:1:pos:R:3
H -2.1842 1.8330 0.4752
N -1.2027 1.4112 0.3588
C -0.8441 0.2341 -0.2107
N -1.3337 -1.0674 -0.1360
C 0.6145 0.0070 -0.2702
N 1.3717 1.1057 -0.4200
N 2.5351 0.8237 -0.0242
O 2.6126 -0.4804 0.2199
N 1.3160 -0.9527 0.1895
H -2.3260 -1.3238 -0.0741
H -0.5592 -1.5905 -0.1083
```

Summary:
Largest force on an atom: 6.111 eV Å⁻¹
SMILES string: [H]/N=C(\N)c1nnon1
Charge: 0
2S+1: 1
Calculated total energy: -426.87037 hartree

# 4
Density functional theory data (ωB97M-V/def2-TZVPD) for a structure of composition C30H54BN11PdSb.

```
98
Properties=species:S:1:pos:R:3
Pd -0.0270 -0.2167 1.1965
C -3.9220 -0.1654 -0.4543
C -2.9425 0.9653 -0.3456
C -3.0366 2.2358 -0.9360
C -2.0644 2.9928 -0.3176
N -1.4092 2.2140 0.5802
N -1.9410 0.9456 0.5373
B -0.7260 2.6111 1.9861
N -1.3439 1.6156 3.0033
C -2.3201 1.7423 3.9109
C -2.6321 0.4930 4.4129
C -1.7970 -0.4038 3.7403
C -1.6917 -1.8948 3.8361
N -1.0177 0.3036 2.9127
N 0.8133 2.3542 1.9961
C 1.7868 3.2559 2.2005
C 2.9581 2.5819 2.4838
C 2.6253 1.2195 2.4616
C 3.4776 0.0333 2.7894
N 1.3287 1.1043 2.1879
N -0.9391 4.0447 2.4128
C -0.8767 4.5128 3.6947
C -0.8013 5.8710 3.6363
C -0.7994 6.1830 2.2544
C -0.7089 7.5401 1.6141
N -0.8645 5.0858 1.5200
H -4.3108 -0.2487 -1.4655
H -4.7728 0.0429 0.1972
H -3.4963 -1.1205 -0.1359
H -3.7632 2.5679 -1.6702
H -1.8111 4.0340 -0.4194
H -2.7519 2.7076 4.1410
H -3.3635 0.2590 5.1768
H -1.5995 -2.2116 4.8747
H -0.8214 -2.2425 3.2939
H -2.5798 -2.3754 3.4216
H 1.5939 4.3234 2.1295
H 3.9298 3.0131 2.6959
H 4.2855 -0.0958 2.0624
H 2.8714 -0.8717 2.8238
H 3.9399 0.1737 3.7660
H -0.8679 3.8463 4.5527
H -0.7727 6.5671 4.4658
H -1.0369 8.3149 2.3052
H -1.3168 7.5875 0.7116
H 0.3220 7.7638 1.3317
C -4.0689 -2.8217 -3.2810
C -2.8035 -2.3466 -3.9951
C -2.1094 -3.4598 -4.7792
Sb -1.4162 -1.4520 -2.5077
C 0.3729 -0.7110 -3.5017
C 0.4924 -1.1901 -4.9466
C 0.3660 0.8164 -3.3774
C -0.6861 -2.9829 -1.1300
C -0.7574 -4.3653 -1.7779
C -1.4197 -2.9426 0.2249
H -4.7661 -3.2111 -4.0320
H -4.5846 -2.0294 -2.7446
H -3.8574 -3.6393 -2.5846
H -3.0104 -1.4848 -4.6320
H -1.9139 -4.3379 -4.1604
H -1.1806 -3.1446 -5.2557
H -2.7903 -3.7715 -5.5813
H 1.1686 -1.1413 -2.8943
H -0.3779 -0.9207 -5.5498
H 0.6511 -2.2670 -5.0154
H 1.3616 -0.7031 -5.4012
H -0.4560 1.2582 -3.9450
H 1.2976 1.2245 -3.7842
H 0.2673 1.1579 -2.3420
H 0.3446 -2.6682 -1.0023
H -1.7881 -4.6878 -1.9422
H -0.2964 -5.0957 -1.1027
H -0.2190 -4.4102 -2.7263
H -2.4886 -3.1291 0.1015
H -1.3287 -2.0055 0.8179
H -1.0260 -3.7378 0.8643
C 4.4230 -1.2993 -1.9268
N 3.8296 -0.5341 -0.8211
C 3.8539 0.9158 -1.0183
C 2.7791 -1.0846 -0.1284
N 1.6181 -0.4699 -0.1021
N 3.0141 -2.2577 0.5031
C 1.9789 -2.9724 1.2457
C 4.3726 -2.8072 0.6566
H 4.0177 -0.9568 -2.8859
H 4.2094 -2.3621 -1.8273
H 5.5039 -1.1584 -1.9459
H 4.8835 1.2160 -1.2145
H 3.5192 1.4346 -0.1192
H 3.2440 1.2383 -1.8756
H 1.6513 0.3887 -0.6149
H 1.6559 -3.8739 0.7183
H 1.1284 -2.3478 1.4200
H 2.3777 -3.2748 2.2131
H 5.1154 -2.0420 0.4662
H 4.5470 -3.6520 -0.0127
H 4.4941 -3.1600 1.6807
```

Summary:
Largest force on an atom: 3.354 eV Å⁻¹
Charge: +2
2S+1: 2
Calculated total energy: -2170.32765 hartree

# 5
Density functional theory data (ωB97M-V/def2-TZVPD) for a cluster of 2 separate species, C5H14N2O2 in total.

```
23
Properties=species:S:1:pos:R:3
N -0.1846 -2.1076 0.1547
C 0.2542 -0.9123 -0.5970
C -1.0232 -0.2690 -1.1890
C -1.2168 -0.5103 -2.6777
O -2.1592 -0.0235 -3.2395
C 0.9838 -0.0187 0.4983
N 0.5966 1.3667 0.4996
C 1.6257 2.3717 0.4961
H -0.7420 -2.7477 -0.3942
H 0.5503 -2.6034 0.6239
H 1.0103 -1.2600 -1.3057
H -0.7920 0.7983 -1.1913
H -1.8317 -0.3261 -0.4782
H -0.4417 -1.0974 -3.2002
H 0.5618 -0.3774 1.4406
H 2.0083 -0.2742 0.4276
H -0.1944 1.5149 1.1236
H 2.0377 2.3502 -0.5071
H 1.2633 3.3451 0.8154
H 2.4387 2.1640 1.2025
H -1.8691 -0.6078 1.7426
H -1.2336 -0.6598 3.2183
O -1.6420 -0.1156 2.5369
```

Summary:
Largest force on an atom: 2.733 eV Å⁻¹
Charge: +1
2S+1: 2
Calculated total energy: -458.54156 hartree

# 6
Density functional theory data (ωB97M-V/def2-TZVPD) for an isolated molecule of C6H10N2O2.

```
20
Properties=species:S:1:pos:R:3
C 0.4004 1.4671 1.3907
C 0.0793 0.3783 0.3691
C 1.3460 0.0213 -0.4349
N 2.3276 -0.6881 0.1291
O 1.6731 0.6477 -1.4591
N -0.5808 -0.7575 0.9856
C -1.4890 -1.4206 0.0633
C -1.8916 -0.2983 -0.8658
O -2.2679 0.9017 -0.1916
C -0.9447 0.7998 -0.6899
H -0.5382 1.9023 1.7546
H 0.9463 1.0376 2.2424
H 1.0190 2.2532 0.9409
H 2.0629 -1.5435 0.5994
H 3.2139 -0.3862 -0.4367
H -0.0381 -1.3312 1.6161
H -1.0242 -2.2140 -0.5528
H -2.3422 -1.8652 0.5961
H -2.4056 -0.5062 -1.8055
H -0.6527 1.4995 -1.4748
```

Summary:
Largest force on an atom: 3.212 eV Å⁻¹
SMILES string: C[C@@]1(C(N)=O)NC[C@H]2O[C@H]21
Charge: 0
2S+1: 1
Calculated total energy: -494.57460 hartree

# 7
Density functional theory data (ωB97M-V/def2-TZVPD) for an isolated molecule of C8H17N.

```
26
Properties=species:S:1:pos:R:3
C 0.1503 -1.2843 -0.0054
C -0.2347 1.0498 -1.1070
C -0.5912 -2.1938 0.9720
C 0.2236 -1.9099 -1.3936
C 1.0849 1.7163 -1.0714
C -0.9470 2.3859 1.2344
N 1.4559 -0.9649 0.4636
C -0.8180 0.1222 -0.1709
C -0.7682 0.9223 1.0447
H -0.9022 1.3804 -1.8921
H 2.2220 -1.2834 -0.1132
H 1.4957 -0.6783 1.4326
H -1.7867 -0.2862 -0.4728
H -0.3640 0.4320 1.9138
H 0.7025 -2.8877 -1.3277
H -0.7720 -2.0420 -1.8123
H -0.6504 -1.7406 1.9593
H -1.6000 -2.4036 0.6245
H -0.0543 -3.1397 1.0648
H 0.8063 -1.2783 -2.0589
H 1.7819 1.1740 -0.4245
H 1.0311 2.7391 -0.6687
H 1.5050 1.8103 -2.0753
H -1.6251 2.8202 0.4956
H -1.3483 2.6009 2.2286
H 0.0031 2.9396 1.1603
```

Summary:
Largest force on an atom: 2.520 eV Å⁻¹
Charge: 0
2S+1: 1
Calculated total energy: -369.62549 hartree

# 8
Density functional theory data (ωB97M-V/def2-TZVPD) for a cluster of 9 separate species, C19H56NO19S in total.

```
96
Properties=species:S:1:pos:R:3
C 0.7994 -2.8483 -5.3752
N 0.1138 -2.3703 -4.0508
C -1.3474 -2.6819 -4.0704
C 0.7191 -3.0150 -2.8672
C 0.2470 -0.8782 -3.9607
C 1.6408 -0.3124 -4.0377
O 1.5991 1.0405 -3.8071
H 0.7351 -3.9171 -5.5133
H 1.9133 -2.5907 -5.4656
H 0.3232 -2.2193 -6.2874
H -1.8654 -2.4458 -3.3146
H -1.5342 -3.7029 -4.0071
H -1.9037 -2.1965 -4.8523
H 0.6052 -2.4882 -1.9408
H 1.6961 -2.9389 -3.1323
H 0.4898 -3.9487 -2.5984
H -0.2207 -0.7440 -3.0088
H -0.5138 -0.3543 -4.7729
H 1.8432 -0.5462 -5.1482
H 2.2059 -0.7685 -3.2571
H 1.4328 1.1663 -2.9133
S 0.2359 0.2771 -0.3903
O 0.6200 1.1602 -1.4449
O 0.2293 0.9967 0.8448
O -1.0727 -0.2495 -0.5298
O 1.1494 -0.7544 -0.1679
C -0.9423 2.8148 3.5943
C -0.3174 3.4056 4.8821
O -1.1002 3.2442 5.9902
O -0.2817 3.1153 2.4205
H -1.8977 2.9876 3.4223
H -0.9965 1.7841 3.7054
H -0.2724 4.3525 4.5825
H 0.7021 2.9792 4.7649
H -0.7496 3.3292 6.8786
H -0.0849 2.3916 1.8785
C -2.7797 2.1751 -3.4101
C -2.1685 2.9890 -2.2777
O -0.8042 3.2672 -2.5515
O -4.0113 1.7729 -2.8317
H -2.1779 1.4133 -3.5414
H -3.0138 2.8911 -4.2325
H -2.1408 2.5130 -1.2550
H -2.6041 3.9129 -1.8925
H -0.2135 2.4404 -2.1909
H -3.7028 1.3456 -2.2043
C 1.9145 0.4467 3.7369
C 2.5108 -0.0683 5.1275
O 3.4874 0.7354 5.6563
O 0.7732 -0.2788 3.3540
H 2.6266 0.3183 2.9396
H 1.7695 1.5589 3.7441
H 2.6600 -1.1395 5.0010
H 1.6736 0.2118 5.9596
H 4.3641 0.5081 5.3163
H 0.7961 0.1206 2.4105
C 2.9605 -3.7573 0.4844
C 4.0093 -2.7726 -0.2069
O 3.3260 -2.1203 -1.1925
O 2.0537 -3.1532 1.2115
H 3.5760 -4.6085 1.1734
H 2.4404 -4.4460 -0.3381
H 4.7944 -3.1840 -0.6465
H 4.4729 -2.1195 0.3834
H 2.5644 -1.5479 -0.6844
H 1.8050 -2.3324 0.7875
C -4.6720 1.9490 1.1694
C -3.3884 1.0578 1.0803
O -3.3658 0.4609 -0.1594
O -4.8193 2.5850 2.4760
H -5.6705 1.4067 0.9261
H -4.3441 2.7150 0.4641
H -3.5656 0.1904 1.6687
H -2.3803 1.4367 1.1326
H -2.3884 0.1466 -0.4448
H -5.2227 1.8809 3.0311
C -1.9868 -2.6432 0.9718
C -2.5970 -3.9832 1.4777
O -2.2185 -4.3983 2.7620
O -2.3518 -2.5622 -0.3329
H -0.9883 -2.8260 1.4413
H -2.5382 -2.0005 1.6620
H -2.4500 -4.4632 0.6218
H -3.6604 -4.0022 1.6709
H -1.3210 -4.5650 2.9283
H -1.7010 -1.8196 -0.4323
C 3.0711 2.6593 0.9063
C 2.7932 3.4896 -0.3789
O 2.9822 2.4836 -1.4654
O 2.5568 3.4043 2.0358
H 3.9873 2.1439 0.9843
H 2.2755 1.8333 0.9126
H 3.3157 4.4568 -0.5474
H 1.5809 3.7527 -0.5167
H 2.0950 2.1103 -1.9202
H 1.8103 2.9353 1.9952
```

Summary:
Largest force on an atom: 12.833 eV Å⁻¹
Charge: -1
2S+1: 1
Calculated total energy: -2639.53034 hartree

# 9
Density functional theory data (ωB97M-V/def2-TZVPD) for a structure of composition C32H42AsBr2CuN6O3Si3.

```
90
Properties=species:S:1:pos:R:3
Cu -0.0074 0.2365 -0.6524
C 0.9001 -2.7821 0.5933
O 1.1462 -1.3804 0.6148
C 1.5368 -0.8000 1.8081
C 2.7205 -0.0893 1.8157
C 3.0738 0.6116 2.9600
Br 4.6878 1.5853 2.9809
C 2.2454 0.6272 4.0638
C 1.0347 -0.0673 4.0433
C 0.6973 -0.8147 2.9188
O -0.4791 -1.5252 2.8124
C 0.1338 0.0944 5.1954
N 0.5332 0.4817 6.3695
C -0.6211 0.6017 7.1303
C -0.7732 0.9882 8.4619
C -2.0554 1.0516 8.9651
C -3.1724 0.7350 8.1733
C -3.0392 0.3396 6.8572
C -1.7421 0.2797 6.3587
N -1.2350 -0.0811 5.1199
H 1.2088 -3.2296 1.5375
H 1.4681 -3.2164 -0.2265
H -1.1483 -2.5480 0.9746
H 3.3478 -0.0932 0.9342
H 2.5002 1.1877 4.9521
H -0.7064 -1.8985 3.6756
H 0.0903 1.2280 9.0670
H -2.2113 1.3487 9.9933
H -4.1604 0.7974 8.6092
H -3.9017 0.0884 6.2538
H -1.7651 -0.1218 4.2650
O -2.6597 2.9888 4.1598
C -2.0253 2.4499 3.1160
C -0.6865 2.6920 2.8069
C -0.1387 2.0453 1.7246
N -0.8217 1.1893 0.9445
C -2.1022 0.9905 1.2497
Br -3.0401 -0.2067 0.1355
C -2.7573 1.5825 2.3062
H -2.0703 3.5389 4.6912
H -0.0791 3.3576 3.4062
H 0.9025 2.1940 1.4682
H -3.8002 1.3883 2.5086
C -2.2191 -1.9036 -3.5506
Si -1.5576 -0.3025 -4.2328
C -2.7846 1.0872 -4.0164
C -1.0428 -0.4884 -6.0155
As 0.3477 0.2451 -2.9367
Si 0.8840 2.5055 -3.3831
C -0.3017 3.5306 -2.3642
C 0.7141 2.8803 -5.2028
C 2.6363 2.7860 -2.7960
Si 2.1686 -1.0823 -3.6533
C 1.5578 -2.8405 -3.7657
C 2.7978 -0.4678 -5.2978
C 3.4635 -0.9289 -2.3143
H -3.1571 -2.1755 -4.0409
H -2.4066 -1.8293 -2.4773
H -1.5205 -2.7242 -3.7178
H -3.7155 0.8274 -4.5270
H -2.4258 2.0254 -4.4427
H -3.0168 1.2548 -2.9626
H -1.9191 -0.7027 -6.6325
H -0.3419 -1.3150 -6.1457
H -0.5762 0.4196 -6.4001
H -1.3418 3.3176 -2.6166
H -0.1258 4.5957 -2.5338
H -0.1668 3.3317 -1.2984
H -0.3129 2.7568 -5.5501
H 1.3570 2.2361 -5.8052
H 1.0049 3.9162 -5.3949
H 2.7509 2.5144 -1.7440
H 2.8998 3.8415 -2.8984
H 3.3590 2.2091 -3.3752
H 0.8134 -2.9751 -4.5522
H 1.1075 -3.1606 -2.8233
H 2.3911 -3.5139 -3.9820
H 2.0143 -0.4869 -6.0573
H 3.6121 -1.1094 -5.6440
H 3.1847 0.5504 -5.2322
H 3.0643 -1.2797 -1.3597
H 3.7897 0.1049 -2.1847
H 4.3417 -1.5313 -2.5581
N -0.5115 -3.0166 0.3423
C -0.9846 -3.7592 -0.6284
C -0.4787 -4.8112 -1.3033
C -1.0048 -5.1989 -2.5759
N -1.3973 -5.4899 -3.6159
C 0.5814 -5.5762 -0.7114
N 1.4400 -6.1121 -0.1645
```

Summary:
Largest force on an atom: 0.169 eV Å⁻¹
Charge: +1
2S+1: 2
Calculated total energy: -11691.50390 hartree

# 10
Density functional theory data (ωB97M-V/def2-TZVPD) for a cluster of 2 separate species, C4H14NOS2 in total.

```
22
Properties=species:S:1:pos:R:3
N 0.9363 -1.5947 -2.3525
C 0.3937 -2.5274 -1.2539
C 0.1277 -1.7483 0.0272
S -0.7421 -0.2138 -0.4298
S -0.3235 1.1803 0.9798
C -1.7990 1.2983 2.0504
C -1.5998 2.4310 3.0553
H 1.9095 -1.8001 -2.5688
H 0.4419 -1.6444 -3.2403
H 0.9485 -0.6053 -2.0772
H 1.1639 -3.2713 -1.1588
H -0.5480 -2.8807 -1.6455
H 1.0237 -1.5578 0.6176
H -0.4873 -2.3638 0.6681
H -2.6469 1.5448 1.4578
H -1.8909 0.3387 2.5404
H -0.5745 2.4398 3.4324
H -2.3490 2.3159 3.8350
H -1.6282 3.4061 2.5721
H 3.1522 1.8254 -2.6928
H 2.0253 2.0463 -1.6381
O 2.4666 1.3811 -2.1785
```

Summary:
Largest force on an atom: 1.464 eV Å⁻¹
Charge: +1
2S+1: 1
Calculated total energy: -1086.93363 hartree